No. 1
This record from OMol25 describes 12 unconnected molecules or ions with the total composition C38H97N3O12 at a distorted geometry. The level of theory is ωB97M-V/def2-TZVPD.

Positions of all 150 atoms, in Å:
C: 3.105 -0.506 1.073
C: 1.669 0.050 0.665
C: 1.654 1.544 1.148
C: 1.473 0.204 -0.907
C: -0.029 0.556 -1.179
C: -1.000 -0.461 -0.601
C: -0.744 -0.705 0.944
C: -1.407 0.401 1.793
C: -1.349 -2.079 1.195
N: 0.726 -0.856 1.287
O: 0.892 -1.013 2.674
H: 3.227 -1.449 0.540
H: 3.807 0.178 0.595
H: 3.288 -0.440 2.145
H: 1.758 1.667 2.226
H: 2.342 2.167 0.578
H: 0.711 2.073 1.009
H: 2.096 1.024 -1.263
H: 1.760 -0.771 -1.301
H: -0.222 1.603 -0.944
H: -0.144 0.420 -2.254
H: -0.935 -1.367 -1.203
H: -2.043 -0.159 -0.703
H: -2.492 0.375 1.899
H: -1.383 1.375 1.304
H: -0.845 0.637 2.697
H: -0.863 -2.971 0.799
H: -2.408 -2.032 0.943
H: -1.421 -2.209 2.275
H: 1.013 -1.965 2.683
C: -1.238 4.738 -4.899
C: -1.963 5.601 -3.856
C: -2.800 6.760 -4.434
C: -3.093 4.709 -3.174
C: -2.595 3.888 -1.998
C: -1.797 4.716 -1.042
C: -0.612 5.513 -1.636
C: -0.222 6.477 -0.593
C: 0.574 4.542 -2.029
N: -0.994 6.148 -2.892
O: -0.153 6.986 -3.444
H: -1.030 3.696 -4.658
H: -1.782 4.783 -5.842
H: -0.289 5.201 -5.170
H: -3.257 7.365 -3.651
H: -2.175 7.348 -5.106
H: -3.627 6.506 -5.099
H: -3.873 5.395 -2.843
H: -3.394 4.030 -3.972
H: -3.437 3.421 -1.488
H: -1.897 3.139 -2.372
H: -1.448 4.134 -0.189
H: -2.505 5.390 -0.562
H: 0.210 5.930 0.245
H: -1.025 7.179 -0.370
H: 0.491 7.201 -0.988
H: 0.474 4.149 -3.041
H: 0.535 3.635 -1.425
H: 1.554 4.962 -1.807
H: 0.378 6.434 -4.023
C: 0.366 -6.073 -2.361
C: -1.153 -6.244 -2.518
C: -1.346 -5.667 -3.944
C: -1.442 -7.746 -2.503
C: -1.383 -8.335 -1.177
C: -2.346 -7.629 -0.207
C: -2.100 -6.072 -0.124
C: -3.405 -5.493 0.516
C: -0.862 -5.733 0.715
N: -1.947 -5.443 -1.492
O: -1.704 -4.070 -1.528
H: 0.672 -6.223 -1.325
H: 0.977 -6.661 -3.046
H: 0.683 -5.088 -2.704
H: -2.381 -5.666 -4.284
H: -1.083 -4.630 -4.152
H: -0.717 -6.210 -4.649
H: -2.421 -7.941 -2.940
H: -0.810 -8.314 -3.185
H: -1.521 -9.416 -1.175
H: -0.375 -8.183 -0.789
H: -2.188 -7.987 0.810
H: -3.376 -7.881 -0.460
H: -3.509 -5.790 1.559
H: -4.306 -5.626 -0.084
H: -3.358 -4.414 0.667
H: -0.317 -4.887 0.296
H: -0.169 -6.575 0.721
H: -1.139 -5.448 1.730
H: -2.452 -3.642 -1.951
C: 5.325 2.325 -1.910
C: 5.375 2.957 -0.616
O: 5.976 4.208 -0.616
H: 4.810 2.882 -2.692
H: 4.977 1.292 -1.906
H: 6.318 2.260 -2.355
H: 6.019 2.415 0.076
H: 4.404 2.950 -0.121
H: 5.499 4.884 -0.128
C: 3.180 5.185 1.763
C: 3.898 6.515 2.051
O: 5.120 6.398 1.391
H: 2.332 5.019 2.427
H: 3.808 4.366 2.113
H: 2.818 5.077 0.741
H: 3.904 6.778 3.109
H: 3.409 7.326 1.510
H: 5.756 6.829 1.966
C: 1.714 -2.187 6.173
O: 1.982 -0.995 6.944
H: 1.051 -1.734 5.436
H: 2.522 -2.806 5.781
H: 1.009 -2.788 6.747
H: 2.595 -1.293 7.620
C: -3.023 0.366 -3.809
O: -2.359 -0.808 -4.106
H: -3.873 0.188 -3.151
H: -2.345 1.069 -3.323
H: -3.297 0.863 -4.740
H: -1.810 -0.703 -4.886
C: -1.249 -0.306 5.543
O: -1.050 -0.963 6.741
H: -0.589 0.544 5.367
H: -0.979 -1.101 4.847
H: -2.273 0.045 5.420
H: -0.107 -0.983 6.916
C: 4.882 -0.543 4.828
O: 3.894 0.361 5.115
H: 5.850 -0.044 4.784
H: 4.908 -1.223 5.679
H: 4.539 -1.149 3.989
H: 3.160 -0.205 5.365
C: -4.993 2.140 3.578
O: -5.148 2.280 4.953
H: -3.944 2.172 3.286
H: -5.479 1.214 3.270
H: -5.491 2.915 2.997
H: -4.957 1.452 5.400
C: -4.566 -3.527 -3.114
O: -4.039 -2.583 -2.206
H: -5.338 -2.994 -3.669
H: -3.788 -3.976 -3.732
H: -5.055 -4.325 -2.555
H: -3.339 -2.115 -2.667
C: 4.977 -3.753 1.797
O: 6.317 -4.020 1.450
H: 4.359 -3.650 0.906
H: 4.503 -4.516 2.414
H: 5.027 -2.937 2.518
H: 6.739 -3.227 1.114

Its SMILES is CC1(C)CCCC(C)(C)N1O.CC1(C)CCCC(C)(C)N1O.CC1(C)CCCC(C)(C)N1O.CCO.CCO.CO.CO.CO.CO.CO.CO.CO. The gap between HOMO and LUMO comes out at 8.032 eV. The calculation puts the LUMO energy at 0.0074 Eh. The calculation puts the HOMO energy at -7.83 eV. As for the molar mass: 788.2 u. The value obtained for the total energy is -2572.763852 a.u.

---

No. 2
This record from OMol25 describes 8 unconnected molecules or ions with the total composition C38H98N6O14 at a distorted geometry. The level of theory is ωB97M-V/def2-TZVPD.

Positions of all 156 atoms, in Å:
C: -1.097 -5.254 -1.490
O: -0.015 -4.735 -0.708
C: 0.877 -4.001 -1.531
C: 2.134 -3.656 -0.763
N: 2.915 -4.863 -0.446
C: 4.064 -4.573 0.425
C: 3.662 -4.610 1.929
O: 2.972 -5.766 2.272
C: 3.707 -6.953 2.484
H: -0.804 -5.845 -2.357
H: -1.731 -4.422 -1.800
H: -1.601 -5.877 -0.750
H: 0.373 -3.089 -1.849
H: 1.120 -4.613 -2.399
H: 1.769 -3.187 0.151
H: 2.808 -2.990 -1.301
H: 2.281 -5.361 0.162
H: 4.589 -3.650 0.178
H: 4.856 -5.308 0.280
H: 3.066 -3.720 2.132
H: 4.606 -4.504 2.464
H: 4.151 -6.807 3.468
H: 4.391 -7.038 1.639
H: 3.136 -7.881 2.458
C: 3.059 6.325 -2.776
O: 2.779 4.964 -2.379
C: 1.864 4.334 -3.175
C: 1.406 3.060 -2.408
N: 2.546 2.294 -1.899
C: 3.138 1.551 -2.966
C: 4.336 0.769 -2.492
O: 5.169 1.801 -1.997
C: 6.416 1.408 -1.439
H: 3.890 6.775 -2.232
H: 2.147 6.916 -2.691
H: 3.405 6.309 -3.810
H: 2.340 4.058 -4.116
H: 0.956 4.923 -3.307
H: 0.795 2.405 -3.029
H: 0.785 3.217 -1.526
H: 3.266 2.966 -1.679
H: 3.494 2.285 -3.689
H: 2.506 0.866 -3.531
H: 4.755 0.239 -3.347
H: 4.075 0.030 -1.734
H: 7.014 2.320 -1.460
H: 6.928 0.697 -2.087
H: 6.302 1.018 -0.428
C: -3.242 -2.148 -0.840
O: -3.129 -1.049 0.056
C: -3.517 0.170 -0.534
C: -3.613 1.263 0.608
N: -4.625 0.937 1.634
C: -5.110 2.131 2.239
C: -6.095 1.740 3.375
O: -5.370 0.994 4.382
C: -6.209 0.507 5.410
H: -2.508 -2.088 -1.643
H: -4.263 -2.134 -1.222
H: -3.008 -3.028 -0.241
H: -4.480 0.052 -1.031
H: -2.746 0.559 -1.199
H: -3.847 2.238 0.180
H: -2.619 1.396 1.035
H: -4.203 0.437 2.404
H: -5.686 2.769 1.570
H: -4.320 2.758 2.652
H: -6.906 1.096 3.034
H: -6.503 2.619 3.875
H: -6.851 -0.358 5.244
H: -6.900 1.232 5.841
H: -5.566 0.189 6.230
C: -0.618 9.850 3.898
O: -0.757 8.461 3.599
C: -1.970 8.002 3.099
C: -1.968 6.414 3.177
N: -1.905 5.858 4.527
C: -2.256 4.425 4.634
C: -1.118 3.515 4.095
O: -1.221 3.409 2.682
C: -0.260 2.574 2.032
H: -0.644 10.520 3.039
H: 0.357 9.936 4.379
H: -1.416 10.095 4.599
H: -2.097 8.249 2.045
H: -2.801 8.345 3.716
H: -1.197 5.973 2.543
H: -2.928 6.053 2.808
H: -0.973 6.076 4.849
H: -3.255 4.189 4.268
H: -2.367 4.040 5.648
H: -1.198 2.505 4.497
H: -0.146 3.976 4.265
H: -0.680 2.305 1.063
H: 0.000 1.667 2.578
H: 0.694 3.100 1.987
C: -0.947 -6.760 5.577
O: -1.018 -5.850 4.527
C: 0.153 -5.748 3.792
C: -0.095 -4.747 2.647
N: -0.404 -3.434 3.159
C: -0.727 -2.517 2.077
C: -1.018 -1.024 2.650
O: -2.169 -1.133 3.506
C: -2.581 0.012 4.202
H: -0.051 -6.557 6.164
H: -1.021 -7.790 5.227
H: -1.820 -6.593 6.208
H: 0.416 -6.708 3.347
H: 1.007 -5.374 4.356
H: -0.954 -5.103 2.078
H: 0.714 -4.759 1.918
H: -1.205 -3.655 3.732
H: -1.611 -2.867 1.545
H: 0.132 -2.530 1.405
H: -1.334 -0.315 1.885
H: -0.187 -0.567 3.187
H: -3.326 -0.233 4.959
H: -2.955 0.805 3.553
H: -1.659 0.234 4.739
C: 1.520 -2.872 -9.622
O: 1.356 -2.047 -8.506
C: 1.090 -0.691 -8.879
C: 0.913 0.132 -7.581
N: -0.157 -0.419 -6.756
C: -0.159 -0.005 -5.385
C: -1.212 -0.887 -4.614
O: -0.608 -2.126 -4.230
C: -1.254 -3.269 -4.783
H: 0.616 -3.053 -10.205
H: 1.822 -3.895 -9.397
H: 2.305 -2.447 -10.246
H: 0.186 -0.624 -9.485
H: 1.968 -0.315 -9.405
H: 0.693 1.151 -7.898
H: 1.871 0.274 -7.082
H: -0.123 -1.427 -6.721
H: -0.366 1.051 -5.214
H: 0.796 -0.153 -4.882
H: -2.092 -0.959 -5.253
H: -1.486 -0.388 -3.685
H: -0.825 -4.086 -4.203
H: -0.817 -3.447 -5.766
H: -2.333 -3.332 -4.642
C: 3.697 2.117 1.604
O: 4.260 2.615 2.829
H: 3.031 1.260 1.697
H: 3.078 2.892 1.153
H: 4.455 1.772 0.901
H: 3.980 2.046 3.550
C: 0.284 -0.347 -0.986
O: 0.872 0.550 -0.024
H: -0.366 0.217 -1.655
H: 1.049 -0.825 -1.598
H: -0.382 -1.076 -0.525
H: 1.431 1.185 -0.479

The energy above the lowest of the compared OMol25 structures with the same formula, charge and spin comes out at 36.2 kcal/mol. Its SMILES is COCCNCCOC.COCCNCCOC.COCCNCCOC.COCCNCCOC.COCCNCCOC.COCCNCCOC.CO.CO. The gap between HOMO and LUMO comes out at 8.769 eV. The calculation puts the LUMO energy at 0.0228 Eh. The calculation puts the HOMO energy at -8.15 eV. As for the molar mass: 863.2 u. The value obtained for the total energy is -2888.123230 a.u.

---

No. 3
This record from OMol25 describes 8 unconnected molecules or ions with the total composition C38H99F2N16O11P5 at a distorted geometry. The level of theory is ωB97M-V/def2-TZVPD.

Positions of all 171 atoms, in Å:
C: -4.855 -3.423 6.410
N: -3.860 -2.461 5.922
C: -4.272 -1.222 5.308
P: -2.317 -2.789 6.360
O: -2.256 -3.937 7.329
N: -1.452 -3.225 4.950
C: -0.714 -4.484 4.904
C: -1.505 -2.441 3.762
N: -1.618 -1.323 6.880
C: -0.181 -1.186 6.923
C: -2.491 -0.670 7.901
H: -4.334 -4.189 6.888
H: -5.473 -3.692 5.523
H: -5.586 -2.936 7.057
H: -5.202 -0.784 5.755
H: -4.548 -1.498 4.171
H: -3.444 -0.505 5.214
H: 0.352 -4.178 4.732
H: -0.818 -4.959 5.897
H: -1.066 -5.163 4.128
H: -2.193 -1.552 3.878
H: -0.592 -1.871 3.459
H: -1.856 -3.021 2.876
H: 0.295 -1.572 7.794
H: 0.183 -1.598 5.972
H: 0.090 -0.118 7.046
H: -3.462 -1.243 7.886
H: -2.723 0.403 7.711
H: -2.103 -0.916 8.922
C: -0.655 7.694 -0.555
N: -0.056 6.740 0.368
C: -0.787 6.482 1.558
P: 1.525 6.305 0.276
O: 2.590 7.086 1.005
N: 1.524 4.682 0.755
C: 0.352 3.826 0.725
C: 2.740 4.051 1.176
N: 1.850 6.479 -1.363
C: 3.288 6.777 -1.666
C: 1.282 5.481 -2.280
H: -0.047 7.710 -1.462
H: -0.585 8.695 -0.098
H: -1.698 7.419 -0.691
H: -0.776 7.433 2.105
H: -0.280 5.810 2.168
H: -1.815 6.051 1.507
H: -0.429 4.360 0.173
H: 0.567 2.826 0.329
H: -0.081 3.711 1.743
H: 3.435 4.817 1.546
H: 2.565 3.365 2.049
H: 3.198 3.400 0.339
H: 3.455 7.302 -2.579
H: 3.688 7.393 -0.913
H: 3.901 5.860 -1.676
H: 1.981 4.648 -2.307
H: 1.073 6.040 -3.161
H: 0.302 5.140 -2.000
C: -0.586 2.666 -7.461
N: 0.880 2.579 -7.296
C: 1.518 3.666 -8.044
P: 1.551 1.038 -7.535
O: 1.298 0.361 -8.809
N: 3.104 1.313 -7.213
C: 4.158 0.712 -8.060
C: 3.574 1.823 -5.931
N: 0.787 0.264 -6.216
C: 0.786 0.657 -4.834
C: 1.042 -1.175 -6.303
H: -0.871 2.914 -8.464
H: -0.970 3.416 -6.780
H: -1.064 1.726 -7.158
H: 1.209 4.675 -7.611
H: 1.163 3.706 -9.122
H: 2.597 3.575 -8.107
H: 4.606 -0.237 -7.740
H: 3.730 0.466 -9.017
H: 4.998 1.410 -8.199
H: 4.181 2.722 -6.032
H: 2.813 2.304 -5.353
H: 4.129 1.094 -5.322
H: 1.719 0.365 -4.416
H: 0.636 1.703 -4.690
H: -0.085 0.221 -4.324
H: 0.339 -1.555 -5.529
H: 2.092 -1.485 -6.122
H: 0.793 -1.507 -7.324
C: 3.951 -4.702 3.153
N: 4.064 -3.459 2.407
C: 3.450 -2.383 3.143
P: 4.629 -3.229 0.899
O: 4.969 -1.813 0.744
N: 5.875 -4.312 0.599
C: 5.816 -5.723 0.129
C: 7.238 -3.977 1.122
N: 3.450 -3.807 -0.098
C: 3.758 -3.595 -1.583
C: 1.995 -3.788 0.109
H: 4.678 -4.617 3.977
H: 4.132 -5.622 2.607
H: 2.982 -4.821 3.587
H: 3.776 -1.412 2.821
H: 3.696 -2.493 4.186
H: 2.343 -2.471 3.087
H: 6.163 -6.373 0.922
H: 4.757 -5.910 -0.038
H: 6.484 -5.834 -0.810
H: 7.298 -3.007 1.548
H: 7.526 -4.781 1.859
H: 7.989 -4.042 0.301
H: 3.607 -2.567 -1.868
H: 4.842 -3.787 -1.606
H: 3.154 -4.349 -2.051
H: 1.604 -4.555 -0.544
H: 1.566 -2.811 -0.111
H: 1.710 -3.992 1.133
C: -1.787 -1.616 -0.696
N: -3.233 -1.890 -0.457
C: -3.548 -2.509 0.862
P: -3.862 -2.858 -1.653
O: -3.378 -4.239 -1.602
N: -5.531 -2.670 -1.527
C: -6.148 -1.362 -1.536
C: -6.322 -3.605 -2.318
N: -3.394 -2.172 -3.065
C: -3.540 -0.759 -3.373
C: -2.770 -2.987 -4.072
H: -1.575 -1.129 -1.592
H: -1.140 -2.445 -0.755
H: -1.357 -1.026 0.133
H: -3.021 -2.107 1.727
H: -3.382 -3.559 0.914
H: -4.634 -2.303 0.966
H: -6.331 -1.113 -2.607
H: -7.241 -1.465 -1.200
H: -5.620 -0.582 -1.054
H: -5.701 -4.481 -2.458
H: -7.226 -3.913 -1.773
H: -6.495 -3.172 -3.317
H: -4.604 -0.478 -3.633
H: -3.317 -0.198 -2.444
H: -2.871 -0.456 -4.163
H: -1.754 -2.795 -4.187
H: -3.284 -2.885 -4.985
H: -2.831 -4.014 -3.875
O: 1.856 1.546 3.148
C: 0.815 1.748 3.698
O: 0.065 0.768 4.230
C: -1.032 1.402 4.880
C: -0.926 2.848 4.586
F: -0.884 3.504 5.755
O: 0.277 2.945 3.909
H: -1.984 0.874 4.852
H: -0.869 1.315 5.969
H: -1.747 3.326 3.977
O: -2.990 4.280 2.146
C: -3.348 3.271 1.619
O: -3.381 3.030 0.244
C: -3.579 1.589 0.040
C: -3.933 1.059 1.405
F: -2.871 0.199 1.798
O: -3.899 2.183 2.250
H: -4.375 1.389 -0.699
H: -2.654 1.198 -0.269
H: -4.841 0.488 1.481
C: 2.774 -0.113 0.236
C: 1.767 -0.057 -0.806
N: 0.900 -0.030 -1.598
H: 2.311 0.030 1.178
H: 3.368 0.806 0.200
H: 3.351 -1.030 0.268

Its SMILES is CN(C)P(=O)(N(C)C)N(C)C.CN(C)P(=O)(N(C)C)N(C)C.CN(C)P(=O)(N(C)C)N(C)C.CN(C)P(=O)(N(C)C)N(C)C.CN(C)P(=O)(N(C)C)N(C)C.O=C1OC[C@@H](F)O1.O=C1OC[C@@H](F)O1.CC#N. The gap between HOMO and LUMO comes out at 8.319 eV. The calculation puts the LUMO energy at 0.0011 Eh. The calculation puts the HOMO energy at -8.29 eV. As for the molar mass: 1149.2 u. The value obtained for the total energy is -5117.689287 a.u.